C23H34As2N2O2S2SbTi as an isolated structure. Source: the OMol25 dataset; level of theory: wB97M-V/def2-TZVPD.

```
67
C23H34As2N2O2S2SbTi, DFT wB97M-V/def2-TZVPD
Ti -0.23008 0.01293 -0.04700
O 4.08422 -2.42223 -2.23472
C 4.19166 -1.14142 -2.62075
C 5.23573 -0.69684 -3.42663
C 5.30847 0.62655 -3.80555
C 4.34058 1.54825 -3.39354
C 3.30657 1.12400 -2.60042
C 3.20736 -0.22446 -2.19443
C 2.11383 -0.62976 -1.35887
O 1.18142 0.36146 -1.02747
N 1.86554 -1.79751 -0.86673
N 0.70398 -1.74622 -0.09318
C 0.29067 -2.91658 0.37785
S -1.02715 -2.90292 1.49568
C -1.40362 -4.67478 1.25835
C -0.06705 -5.37185 1.07603
S 0.96638 -4.39814 -0.07144
H 4.82121 -2.93822 -2.58755
H 5.99105 -1.40157 -3.75351
H 6.12811 0.95300 -4.43175
H 4.41001 2.58230 -3.69815
H 2.55516 1.83094 -2.27808
H -2.05651 -4.78239 0.39439
H -1.91943 -5.02124 2.15253
H -0.19753 -6.35949 0.63470
H 0.47883 -5.47201 2.01324
C 2.54462 1.12240 2.12297
As 0.67184 0.69160 2.33256
C 0.62815 -0.59020 3.77808
C -0.19553 2.27245 2.99583
C 0.28903 2.90299 4.13709
C -0.35216 4.03431 4.62075
C -1.47370 4.53294 3.97160
C -1.95950 3.90685 2.83246
C -1.32035 2.77387 2.34002
As -1.99119 1.88364 0.76695
C -2.38044 3.30635 -0.48311
C -3.72618 1.19921 1.28846
H 2.94406 1.44984 3.08178
H 2.65315 1.91805 1.38892
H 3.08140 0.23396 1.79217
H 1.08357 -0.12006 4.64905
H 1.20285 -1.47177 3.49978
H -0.39770 -0.86493 4.01132
H 1.16339 2.52532 4.65389
H 0.02546 4.52749 5.50620
H -1.97195 5.41424 4.35230
H -2.83526 4.31122 2.33948
H -3.07684 4.00521 -0.02275
H -2.83363 2.89450 -1.38204
H -1.45992 3.82806 -0.73706
H -4.31790 2.02194 1.68774
H -3.60449 0.44079 2.05962
H -4.23888 0.77218 0.42804
C -3.05811 -2.53941 -1.73018
Sb -2.03757 -0.72483 -2.11547
C -0.83122 -1.19791 -3.78718
C -3.53670 0.54381 -2.89748
H -3.68730 -2.76242 -2.59060
H -3.67715 -2.45500 -0.83966
H -2.32584 -3.33620 -1.60852
H -1.46844 -1.61419 -4.56573
H -0.07759 -1.92953 -3.49941
H -0.34512 -0.29664 -4.15553
H -4.06347 -0.01328 -3.67102
H -3.07930 1.42593 -3.34065
H -4.24349 0.83539 -2.12367
```

The value obtained for the electronic energy is -204453.003 eV. The value obtained for the largest force on an atom is 0.0024 Eh/bohr. For the HOMO-LUMO gap, the calculation gives 5.4 eV. The net charge is +3.

=====

A 3-piece molecular cluster, C23H34F2NO11P overall. Source: the OMol25 dataset; level of theory: wB97M-V/def2-TZVPD.

```
72
C23H34F2NO11P, DFT wB97M-V/def2-TZVPD
C -2.01711 -2.56319 2.25830
C -2.73417 -2.09730 1.03163
O -3.65846 -1.34327 1.05088
O -2.25626 -2.61908 -0.12269
C -1.75204 -1.66467 -1.09324
C -0.23805 -1.75889 -1.19782
C 0.59190 -0.99413 -0.14096
C 1.64448 -0.05283 -0.74143
P 1.11697 1.45784 -1.65304
C 0.62855 1.19485 -3.40034
C -0.83112 1.24650 -3.81537
N -1.41346 2.57180 -3.67591
C 2.94461 1.79652 -2.14710
C 3.74783 2.37471 -0.98797
O 5.07388 1.85960 -0.87648
O -0.58069 1.31955 -1.05893
C -1.13189 2.22006 -0.23496
O -1.82155 3.11291 -0.62982
C -0.91548 2.01963 1.23131
C -2.04068 1.85374 2.04568
C -1.88976 1.65847 3.42360
C -0.61974 1.67164 4.00250
C 0.50886 1.84376 3.19191
C 0.36106 1.99588 1.81079
H -1.45789 -3.46962 2.05389
H -1.33167 -1.77064 2.55506
H -2.73921 -2.72888 3.05132
H -2.09810 -0.67411 -0.82580
H -2.19272 -1.94951 -2.04574
H 0.05795 -1.46459 -2.20501
H -0.00253 -2.81952 -1.11702
H -0.04754 -0.49436 0.57256
H 1.14943 -1.73914 0.43256
H 2.37411 0.21533 0.01908
H 2.19799 -0.63092 -1.48119
H 1.14963 2.71074 -1.01513
H 1.17526 1.91144 -4.00898
H 1.03350 0.21216 -3.65260
H -0.85296 0.95950 -4.87129
H -1.41415 0.48884 -3.29423
H -2.24787 2.56728 -3.11381
H -0.77015 3.23857 -3.27981
H 3.42353 0.88656 -2.50909
H 2.96391 2.51793 -2.96476
H 3.28440 2.15272 -0.02478
H 3.78210 3.46255 -1.07067
H 5.46791 1.90212 -1.75299
H -3.02510 1.84760 1.60391
H -2.76247 1.50313 4.03872
H -0.50400 1.54167 5.06848
H 1.50300 1.85616 3.61471
H 1.24585 2.11338 1.19994
C 4.99918 -2.79104 -0.81838
C 6.38073 -2.95781 -1.41877
O 6.12620 -2.81559 -2.80493
C 5.01424 -2.04658 -2.95637
O 4.66502 -1.53914 -3.96599
O 4.36874 -1.93115 -1.77167
F 6.90540 -4.18130 -1.17929
H 4.47395 -3.74646 -0.78323
H 5.00054 -2.33151 0.16567
H 7.10310 -2.20030 -1.11137
C -5.44764 -1.40967 3.61210
C -6.16863 -0.65788 2.51326
O -6.37307 0.61548 3.10363
C -5.39633 0.81159 4.02864
O -5.10445 1.85506 4.50659
O -4.76234 -0.35415 4.28976
F -7.36859 -1.20987 2.20834
H -6.16313 -1.87529 4.29173
H -4.74114 -2.14796 3.24634
H -5.59170 -0.53691 1.59606
```

The value obtained for the electronic energy is -63138.557 eV. The value obtained for the largest force on an atom is 0.0263 Eh/bohr. For the HOMO-LUMO gap, the calculation gives 9.1 eV. The net charge is 0. Its SMILES is CC(=O)OCCCC[PH](CCN)(CCO)OC(=O)c1ccccc1.O=C1OC[C@@H](F)O1.O=C1OC[C@@H](F)O1.

=====

A 2-piece molecular cluster, C23H34F3N2O7 overall. Source: the OMol25 dataset; level of theory: wB97M-V/def2-TZVPD.

```
69
C23H34F3N2O7, DFT wB97M-V/def2-TZVPD
C 0.31962 -0.82879 6.55226
O -0.32123 -0.89928 5.24889
C -1.46961 -1.82053 5.30593
C -1.25765 -3.04874 4.28825
C -2.46390 -3.28641 3.25663
C -2.40738 -2.36630 1.93383
C -2.28511 -3.33841 0.65734
C -1.15899 -2.88102 -0.41839
C 0.20978 -3.71581 -0.34106
C 1.24134 -3.25296 0.80721
C 1.36741 -4.53139 1.81351
F 0.10914 -5.01624 2.22492
F 2.07095 -4.08081 2.96022
F 2.04245 -5.62145 1.16194
C 2.70307 -3.08834 0.15254
N 3.16522 -1.66735 -0.02475
C 1.93152 -0.84068 -0.27651
O 2.24773 0.50087 -0.74901
C 2.28531 0.51479 -2.17772
O 2.92072 -0.42225 -2.76885
C 1.61163 1.60718 -3.09847
C 0.80320 2.83726 -2.59640
C 0.21004 3.86686 -3.61425
C 0.43267 3.67863 -5.16056
C 1.21215 2.44608 -5.69471
C 1.78448 1.45667 -4.65686
C 1.08991 -0.84898 1.08458
N 1.73278 -0.03934 2.16741
O 0.79999 -2.16007 1.63221
H -0.39407 -0.44573 7.36102
H 1.17082 -0.05821 6.47936
H 0.82076 -1.82146 6.85306
H -2.45084 -1.29409 5.05507
H -1.44768 -2.25343 6.37876
H -0.22679 -2.93050 3.81053
H -1.19294 -4.00844 4.93525
H -2.49605 -4.41539 3.03607
H -3.44517 -3.06213 3.82624
H -3.44139 -1.84837 1.86765
H -1.63899 -1.52438 1.97479
H -2.11730 -4.44060 0.89656
H -3.29512 -3.27811 0.09304
H -1.61745 -3.12113 -1.45547
H -1.04106 -1.74525 -0.39036
H -0.08719 -4.82813 -0.25700
H 0.72312 -3.61011 -1.37040
H 2.82039 -3.65832 -0.84017
H 3.46398 -3.58718 0.86993
H 3.61124 -1.37231 0.86915
H 3.89073 -1.58107 -0.75786
H 1.27112 -1.29169 -1.11316
H 0.63719 3.02070 -1.47983
H -0.38755 4.78944 -3.30699
H 0.03579 4.43216 -5.94744
H 1.41449 2.22289 -6.80153
H 2.37527 0.54481 -5.01071
H 0.08527 -0.32817 0.86733
H 2.40957 -0.60709 2.69992
H 0.98247 0.18959 2.84448
C -2.82691 7.61065 -3.52873
C -2.06095 8.82588 -3.95447
O -0.99547 8.28035 -4.72067
C -1.40667 7.06494 -5.17013
O -0.81641 6.40945 -5.98311
O -2.57368 6.68843 -4.58036
H -3.89602 7.80416 -3.43065
H -2.45483 7.18811 -2.59063
H -2.65070 9.49073 -4.59200
H -1.67818 9.39582 -3.10665
```

The value obtained for the electronic energy is -49853.495 eV. The value obtained for the largest force on an atom is 0.0929 Eh/bohr. For the HOMO-LUMO gap, the calculation gives 8.2 eV. The net charge is +1.